(1)
{"formula": "C23H31ClN3O2", "method": "wB97M-V/def2-TZVPD", "species": ["C", "O", "C", "H", "H", "H", "H", "C", "H", "C", "H", "H", "H", "C", "C", "H", "H", "H", "C", "C", "H", "H", "C", "Cl", "C", "H", "C", "O", "C", "H", "C", "H", "H", "C", "H", "H", "C", "N", "H", "H", "H", "H", "C", "H", "N", "H", "H", "C", "H", "C", "C", "C", "N", "H", "C", "H", "H", "C", "H", "C"], "coordinates": [[-0.5125, 0.1226, -4.5214], [-3.8315, 2.4435, 0.0874], [0.1950, -2.6069, -3.3161], [3.5656, -0.9503, -2.3476], [1.6173, 0.2445, -4.6984], [1.7724, 3.1823, 6.9551], [-0.8643, -2.4818, -3.5648], [0.6578, -1.3358, 2.4527], [0.0554, 2.1404, -4.8387], [0.6727, 0.5944, 5.2580], [3.2544, -1.5129, -4.5210], [0.4219, -3.6795, -3.3541], [-1.5282, 1.6198, 3.8711], [0.8705, -0.3055, -4.0977], [-0.4736, -1.1750, 0.3479], [2.4320, 2.0541, 3.8837], [-3.2245, 2.8815, 2.5373], [-4.8576, 2.8947, -1.5738], [2.7897, -1.7204, -2.4369], [0.4487, -1.8227, 1.1422], [-1.7440, 1.7364, -5.1789], [1.1721, -0.0861, 4.5629], [-1.2411, -0.1024, 0.8929], [-0.7609, 0.0613, 5.9794], [-2.9228, 1.6854, 0.7508], [3.0936, -2.5890, -1.8370], [-2.2386, 0.5920, 0.1679], [-1.6497, -2.7488, -1.1131], [2.5973, 1.9883, 4.9627], [2.8328, -3.1644, -4.0295], [-0.7549, 1.4038, -4.8507], [0.0415, 2.7064, 6.9611], [3.3606, 1.2218, 5.1543], [-0.7451, -1.6508, -1.0773], [0.8860, -3.0438, -1.3116], [-4.5250, 1.1361, -1.4337], [2.5826, -2.1078, -3.8931], [1.5461, -1.1430, -1.8034], [-3.2143, 2.2662, -1.9389], [-2.4766, -2.5073, -0.6606], [1.2624, 1.6785, 7.7760], [1.3885, -1.8351, 3.0803], [-2.6674, 2.0556, 2.1006], [0.9129, -2.1216, -5.3335], [1.3382, 1.6535, 5.6489], [-1.1463, -0.8310, -1.7085], [2.9381, 2.9457, 5.3605], [1.1543, 0.0653, -2.6299], [0.3093, 0.5788, -2.1486], [-4.1098, 2.1486, -1.3064], [1.0712, 2.3451, 6.9246], [1.1122, -1.8462, -4.2926], [0.0221, -0.2868, 2.9634], [1.0244, -2.6692, 0.7821], [0.4904, -2.1702, -1.8655], [-1.2791, -0.6637, -4.5446], [-2.4673, 0.2787, -0.8574], [-1.7201, 1.3726, 2.8298], [2.0221, 0.7444, -2.6025], [-0.9571, 0.3159, 2.2540]], "molar_mass_g_mol": 416.97, "e_tot_ha": -1669.6465, "gap_ev": 6.369, "total_charge": 1}


(2)
{"formula": "C23H31ErN2O10", "method": "wB97M-V/def2-TZVPD", "species": ["H", "C", "H", "C", "C", "C", "C", "H", "H", "C", "H", "C", "C", "O", "C", "H", "H", "H", "H", "H", "O", "H", "H", "C", "H", "H", "C", "H", "H", "C", "H", "O", "H", "H", "C", "C", "H", "H", "O", "C", "C", "H", "O", "H", "O", "H", "H", "H", "O", "H", "C", "N", "C", "H", "C", "O", "H", "C", "O", "H", "Er", "C", "H", "N", "O", "C", "C"], "coordinates": [[5.2385, 0.6633, -6.0461], [5.7619, 1.3724, -5.4034], [3.4708, 0.1652, 1.8964], [3.9942, 5.0866, -4.7428], [4.7787, 2.0389, -4.4378], [-2.8942, 0.1330, -2.4272], [-0.2443, -2.9731, 1.4965], [5.2552, 0.0128, 0.2749], [-2.9017, -0.4639, 0.2815], [-2.6462, 3.3994, 1.3067], [1.4726, 1.9249, -2.6647], [3.1484, -0.0984, 0.8676], [2.1107, -1.5136, -4.1553], [-0.3602, -3.6034, 2.5486], [1.6408, -1.3107, -2.8685], [-0.3905, -3.1485, -0.6618], [4.0154, -2.0975, 1.0866], [3.0925, 5.1236, -4.1320], [1.4082, -2.1510, -2.2251], [6.2572, 2.1089, -6.0376], [-0.1692, 2.1661, -0.9483], [-2.7762, -2.2184, 0.1171], [-2.6194, 1.0167, -1.8448], [-0.1120, -3.7749, 0.1862], [-2.6694, -1.9928, -2.3560], [4.1027, 6.0381, -5.2660], [-1.7003, 2.3909, 0.8342], [4.2876, 1.4608, -0.0993], [0.9305, -4.0897, 0.0853], [2.3981, -0.4074, -4.9390], [2.2535, -2.5193, -4.5282], [1.9613, 0.5121, 0.5600], [4.3995, 1.2973, -3.7405], [6.5262, 0.8327, -4.8416], [3.0624, -1.6329, 0.8158], [2.4115, 2.0995, -5.2222], [2.2906, -1.9739, 1.5042], [4.8048, 3.8981, -6.3620], [-1.0024, -1.0966, -1.5733], [-1.2190, 4.3355, -0.4249], [-3.1163, -1.3074, -0.3777], [-0.7370, -4.6663, 0.2347], [1.5255, 2.5937, -5.8988], [4.8546, 4.9653, -4.0828], [-1.5358, 1.1941, 1.2529], [2.7891, -0.5247, -5.9437], [-2.4194, 0.2169, -3.4072], [2.7823, -1.9384, -0.1977], [-0.1738, -1.6985, 1.3917], [4.0951, 0.0005, -1.0853], [-2.3804, -1.1303, -1.7178], [1.4451, -0.1005, -2.3531], [-2.3535, 4.6398, 0.5100], [5.3032, 2.7980, -3.8537], [3.8943, 3.9506, -5.7576], [-0.6559, 5.1342, -1.1596], [3.0513, 4.1238, -6.4212], [-0.9443, 2.9093, -0.2614], [-2.9427, 5.6979, 0.5994], [-4.1980, -1.3664, -0.5257], [-0.0231, 0.0547, -0.0177], [4.2796, 0.3690, -0.0716], [-3.9801, 0.1061, -2.5550], [3.6583, 2.6616, -5.1222], [-3.5120, 3.2895, 2.1616], [2.1747, 0.8569, -4.4143], [1.6773, 0.9584, -3.1163]], "molar_mass_g_mol": 662.77, "e_tot_ha": -2772.2939, "spin_multiplicity": 4, "s_squared": 3.7520, "gap_ev": [5.610, 5.611], "total_charge": -2}


(3)
{"formula": "C23H31F6IrO3", "method": "wB97M-V/def2-TZVPD", "species": ["H", "H", "F", "H", "C", "H", "H", "H", "C", "H", "H", "C", "Ir", "F", "C", "H", "H", "C", "H", "C", "H", "C", "H", "H", "C", "H", "C", "C", "F", "C", "C", "C", "H", "H", "H", "H", "H", "H", "C", "H", "H", "C", "F", "H", "O", "C", "C", "H", "O", "H", "C", "H", "H", "H", "H", "F", "C", "C", "C", "O", "C", "C", "H", "F"], "coordinates": [[-1.3320, -1.9413, 1.4135], [-3.1953, -5.9152, -2.2322], [-1.9498, 3.4530, 3.1559], [1.1516, -0.2069, 1.7179], [-1.2753, 3.6044, -0.8444], [-1.5955, -5.8692, 1.6065], [0.5381, 3.6130, -3.6947], [-1.0923, -0.9879, -1.3271], [-0.5241, 4.3365, -1.8237], [-0.5326, 0.2613, 2.0441], [-0.2999, -3.1088, -0.4682], [0.6957, 5.5910, 1.5715], [0.8950, 2.8194, -1.0625], [0.6641, 2.9859, 4.2577], [2.8331, 3.4783, -0.2109], [-0.7887, -5.9465, -3.0668], [-1.8983, -8.0158, 0.5140], [-0.5286, 2.0742, -2.4226], [-3.0898, -7.6662, -1.9632], [0.1062, -0.3534, 1.3969], [-0.6922, -7.6917, -2.7630], [1.1381, 3.9846, 3.4815], [2.5304, 1.5641, -2.9820], [0.6280, -0.7793, -1.6903], [0.1846, 4.2928, 2.2203], [1.7786, 5.5083, 1.4505], [-0.5474, -6.7027, -2.3111], [2.4462, 1.2545, -0.7516], [-1.3039, 5.4402, 3.8444], [2.5434, 2.1820, 0.3346], [-0.8786, -6.0633, 0.7984], [-0.0500, 3.3937, -2.8121], [0.4461, 6.4573, 2.1894], [1.2928, -2.3813, -0.0788], [-1.7576, 4.0100, 0.0320], [-0.3316, 5.4050, -1.8132], [-1.7649, 1.4407, -0.6454], [0.5050, -6.6022, -2.0248], [-2.9207, -6.6849, -1.5023], [3.0083, 4.3865, 0.3508], [0.2399, -2.4175, 2.1316], [-0.0885, -0.9606, -0.8737], [-2.0547, 5.1650, 1.7991], [0.1504, -5.8750, 1.1284], [-0.0339, 0.1441, 0.0567], [-1.4623, -6.5408, -1.1144], [2.5808, 1.9829, -1.9828], [2.2819, 0.1874, -0.6684], [-1.2066, -5.2959, -0.3990], [2.4082, 1.9319, 1.3806], [2.8329, 3.3739, -1.6475], [-0.3392, 1.1478, -2.9535], [2.9993, 4.1773, -2.3567], [-3.5738, -6.5983, -0.6270], [0.2516, 5.6807, 0.5750], [1.3254, 5.0896, 4.2618], [-1.2910, 2.2339, -1.2125], [-1.3084, 4.5778, 2.7848], [-0.2420, -1.8345, 1.3440], [0.1540, 3.2424, 1.4355], [-1.0764, -7.4200, 0.1123], [0.2045, -2.2214, -0.0771], [-0.1582, -7.9956, -0.0213], [2.3695, 3.6046, 3.0350]], "molar_mass_g_mol": 661.70, "e_tot_ha": -1823.9270, "spin_multiplicity": 5, "s_squared": 6.0212, "gap_ev": [5.312, 6.447]}